Entry 1:
This record from the Open Molecules 2025 dataset describes a cluster of 40 separate species, H80O40 in total. The level of theory is ωB97M-V/def2-TZVPD.

Values from the calculation:
- Orbital gap: 9.128 eV

Structure (XYZ):
```
120
Properties=species:S:1:pos:R:3:forces:R:3:mulliken_charge:R:1
H -0.352 0.520 -2.503 0.9 1.1 0.0 0.447
H 0.489 1.320 -3.482 0.1 0.2 0.4 -0.078
O 0.576 0.691 -2.756 -1.7 -1.0 0.6 -0.373
H -0.251 2.338 -5.181 0.0 0.5 -0.5 0.260
H 0.438 3.587 -4.493 0.1 0.0 -0.6 0.239
O 0.092 2.703 -4.366 -0.1 -0.1 0.3 -0.540
H -0.997 -0.619 -3.647 0.4 -0.1 0.3 0.284
H -0.928 -0.915 -2.071 0.6 -0.4 -1.1 0.167
O -1.428 -1.043 -2.898 -1.3 -0.1 0.0 -0.475
H 2.904 -3.015 3.062 0.1 -0.5 0.2 0.213
H 2.654 -3.295 1.642 -0.3 -0.3 0.0 0.399
O 2.258 -3.469 2.511 0.1 0.2 -0.2 -0.665
H 1.632 3.790 0.105 -0.3 0.4 0.7 0.296
H 1.920 5.230 0.557 -0.1 0.0 0.2 0.286
O 2.351 4.423 0.272 0.4 0.0 -0.2 -0.470
H -5.085 -1.945 1.881 0.8 -0.3 0.4 0.306
O -5.465 -1.372 2.551 -1.2 -0.8 -0.9 -0.570
H 2.308 -1.370 3.727 -0.2 0.6 0.7 0.303
O 2.004 -0.525 3.348 1.1 -1.2 -0.1 -0.731
H -0.908 -4.595 -1.564 0.5 0.6 -0.3 0.356
H -1.600 -4.205 -3.031 0.4 0.0 0.4 0.343
O -1.450 -4.839 -2.320 -0.6 -1.1 0.5 -0.678
H -2.660 -0.074 5.944 -0.3 -0.7 0.7 0.482
H -3.983 -0.966 5.893 0.9 1.0 -0.2 0.278
O -3.587 -0.093 5.665 -1.6 0.1 0.3 -0.621
H -3.262 -2.660 -4.494 -0.3 0.1 0.1 0.291
H -1.990 -2.522 -3.613 -0.7 0.0 -0.4 0.365
O -2.466 -3.115 -4.228 0.8 -0.1 -0.3 -0.696
H 2.182 1.662 -4.141 0.2 0.2 0.4 0.290
H 3.014 1.444 -2.833 -0.8 -0.5 -1.1 0.122
O 2.752 1.029 -3.689 0.9 0.2 -0.9 -0.302
H 2.510 -0.366 -0.001 -1.1 -1.6 -1.0 0.153
O 2.462 -1.329 -0.275 1.5 -0.2 0.5 0.564
H -4.520 -3.661 -1.105 -0.1 -0.3 0.1 0.277
H -3.019 -4.019 -1.127 -0.1 -0.2 -0.5 0.322
O -3.683 -3.418 -1.503 -0.1 0.6 0.5 -0.554
H 2.391 0.027 -5.703 0.5 -0.2 -0.1 0.395
H 1.032 -0.434 -6.065 0.4 -0.2 -0.5 0.272
O 1.923 -0.370 -6.454 -0.8 0.4 0.7 -0.640
H -2.502 2.774 1.645 -0.9 -0.1 -0.3 0.125
H -2.140 1.288 2.273 -0.8 2.0 -0.6 0.117
O -1.903 2.269 2.173 1.5 -1.1 1.0 0.057
H -1.861 -2.149 5.413 -0.4 0.7 -0.5 0.265
H -2.488 -3.262 6.009 -0.9 -0.2 0.1 0.286
O -2.766 -2.405 5.649 1.5 -1.6 0.3 -0.571
H 0.393 -3.667 0.883 0.6 -0.3 0.3 0.190
H 1.013 -4.640 -0.266 0.5 0.3 0.4 0.270
O 0.293 -4.060 0.018 -1.1 -0.3 -0.8 -0.604
H -1.682 4.248 3.503 -0.2 0.6 0.4 0.325
H -0.406 4.848 4.397 -0.8 0.4 -0.2 0.256
O -0.789 4.169 3.839 1.4 -1.0 -0.1 -0.558
H 5.028 -2.206 2.487 -0.5 0.6 -0.4 0.263
O 4.579 -2.176 1.626 0.1 -0.2 -0.2 -0.677
H -1.033 3.240 0.268 1.2 0.2 0.2 0.084
H -0.259 3.198 1.561 0.0 0.0 0.1 0.230
O -0.100 3.233 0.606 -0.3 -0.1 -0.7 -0.487
H -3.276 2.476 4.618 0.7 0.2 0.3 0.442
O -3.375 3.413 4.800 -1.6 0.7 -0.5 -0.722
H -0.776 -0.775 -0.493 0.2 0.2 0.7 -0.001
H -0.769 -2.194 -1.013 0.4 -0.7 0.6 0.005
O -0.190 -1.538 -0.597 -1.1 0.6 -0.2 0.044
H -4.070 2.561 -1.489 0.2 0.3 0.2 0.377
H -5.305 3.302 -1.843 -0.1 0.4 0.4 0.323
O -4.557 3.373 -1.234 -0.4 -1.0 -0.9 -0.676
H -5.928 -1.419 -0.876 -0.5 0.2 0.2 0.278
H -4.632 -1.745 -0.309 0.2 0.0 0.4 0.316
O -5.502 -1.430 -0.008 0.4 -0.2 -1.5 -0.609
H 3.306 -4.234 -1.920 -0.3 -0.3 0.3 0.324
H 1.880 -4.563 -2.433 0.2 0.0 -0.1 0.408
O 2.504 -4.743 -1.711 -0.5 -0.2 -0.2 -0.684
H 1.383 -4.520 -4.801 0.0 0.5 0.0 0.225
H 0.939 -3.073 -4.350 0.4 -0.3 -0.3 0.264
O 1.006 -3.997 -4.082 -0.3 -0.1 0.2 -0.523
H 0.651 4.869 -2.978 0.0 0.0 -0.3 0.276
H 1.157 5.347 -1.691 0.5 0.2 0.3 0.286
O 1.493 5.024 -2.535 -0.7 0.0 0.0 -0.548
H -2.703 0.286 -2.078 -0.1 0.1 -0.2 0.299
H -2.788 0.829 -0.645 -0.1 0.2 -0.4 0.263
O -2.806 1.112 -1.578 0.1 -0.3 0.7 -0.580
H 5.201 -4.083 -0.482 0.4 -0.4 -0.7 0.302
H 4.236 -3.046 -0.329 -0.4 0.6 -0.6 0.294
O 4.691 -3.500 -1.059 0.5 0.2 1.2 -0.693
H 4.128 -1.531 -3.704 0.0 0.2 -0.8 0.318
H 4.452 -2.722 -2.999 0.3 -0.7 -0.4 0.284
O 4.306 -2.459 -3.926 -0.2 0.6 1.2 -0.673
H 0.406 -1.242 3.704 -0.3 -0.3 -1.2 0.448
H -0.463 -1.324 2.419 0.1 0.1 -0.1 0.158
O -0.304 -1.759 3.259 -0.4 0.1 1.2 -0.532
H -1.943 0.765 4.872 0.4 0.1 -0.9 0.088
O -1.213 0.392 5.362 1.2 0.5 1.1 -0.732
H 5.059 1.678 -2.572 -0.1 0.1 -0.8 0.348
H 5.009 1.339 -4.161 -0.3 0.3 0.5 0.288
O 5.301 1.070 -3.286 1.3 -0.5 -0.2 -0.638
H 3.863 -1.521 1.537 0.8 -0.1 0.4 0.211
H -6.268 -1.205 2.020 0.1 0.4 0.9 0.259
H -2.669 3.854 5.263 0.6 -0.9 0.2 0.312
H 2.137 -0.828 2.432 -0.5 0.9 -0.2 0.308
H 1.756 -1.552 -0.891 0.1 0.5 0.2 -0.085
H -0.800 -0.329 4.887 -0.2 0.0 -0.7 0.373
O -5.422 0.686 3.982 -0.2 0.5 1.1 -0.703
H -4.995 0.989 4.811 -0.5 -0.1 -0.6 0.345
H -5.242 -0.269 4.011 -0.4 0.4 -0.3 0.305
O 4.687 1.374 -0.891 -0.6 -0.2 1.4 -0.697
H 5.001 0.460 -0.947 0.2 0.0 -0.2 0.338
H 3.849 1.271 -0.407 0.8 0.0 -0.9 -0.114
O -3.328 0.276 2.496 0.9 -0.9 -0.3 -0.607
H -3.229 0.135 3.448 -0.5 -0.3 -0.1 0.268
H -4.256 0.524 2.386 -0.1 0.0 0.4 0.421
O -2.552 4.300 0.157 -0.9 0.7 -0.3 -0.588
H -2.783 5.123 -0.338 0.4 -1.0 0.6 0.216
H -3.398 3.806 0.106 0.4 0.5 -0.2 0.360
O 2.194 2.412 -1.529 0.8 1.0 1.1 -0.265
H 2.908 3.035 -1.286 -0.1 -0.2 -0.3 0.479
H 1.463 3.043 -1.497 -0.3 -0.5 -0.6 -0.104
O 2.288 0.797 0.944 0.1 1.9 0.5 -0.340
H 2.783 1.553 0.590 -0.2 0.0 0.5 0.224
H 1.445 1.263 1.072 -0.4 -0.4 0.0 0.161
O 5.440 4.232 1.607 0.9 0.4 0.1 -0.620
H 5.164 3.331 1.455 -0.4 -0.1 -0.1 0.311
H 4.682 4.782 1.797 -0.4 -0.3 -0.1 0.298
```
Positions in Å, forces in eV/Å.


Entry 2:
This record from the Open Molecules 2025 dataset describes a cluster of 40 separate species, H80O40 in total. The level of theory is ωB97M-V/def2-TZVPD.

Values from the calculation:
- Orbital gap: 9.369 eV

Structure (XYZ):
```
120
Properties=species:S:1:pos:R:3:forces:R:3:mulliken_charge:R:1
H -0.018 -1.493 6.320 -0.8 -1.5 0.2 0.285
H -0.708 -0.071 6.195 -0.5 -0.2 -0.3 0.404
O 0.107 -0.569 6.324 1.3 1.3 0.3 -0.688
H -4.353 -1.216 -3.544 0.4 0.0 0.9 0.296
H -3.434 -1.886 -2.347 0.3 0.7 1.6 0.094
O -3.764 -1.905 -3.219 -0.7 -1.2 -2.4 -0.612
H 2.062 0.857 -6.211 -1.1 0.1 -0.1 0.225
H 1.980 0.119 -4.742 -1.1 0.0 0.1 0.258
O 2.485 0.426 -5.485 1.3 -0.5 -0.4 -0.533
H 0.804 -0.415 4.832 1.3 1.4 0.5 0.342
H 1.648 0.784 4.041 -0.3 -0.5 0.3 0.131
O 1.365 -0.144 4.033 0.2 -0.1 0.1 -0.666
H -0.344 3.443 -2.396 0.4 0.3 0.6 0.099
H 0.486 4.685 -2.118 0.3 1.6 -1.1 0.266
O 0.337 3.821 -1.807 -0.1 -2.0 0.4 -0.460
H 3.499 0.160 -3.641 -0.4 -0.8 1.2 0.432
O 2.937 -0.190 -2.881 0.6 -0.3 -2.0 -0.602
H -1.841 0.227 -0.526 -0.4 0.2 -0.7 0.067
O -2.247 1.069 -0.792 0.3 -0.5 -0.8 0.528
H 6.857 2.026 -1.835 0.2 0.0 0.8 0.313
H 5.768 1.340 -2.610 -0.3 -0.5 -0.1 0.363
O 6.561 1.848 -2.716 0.5 0.7 -1.1 -0.638
H -0.214 5.596 -0.538 -1.2 0.4 -0.9 0.409
H 0.760 4.911 0.202 0.7 -0.2 0.6 0.339
O 0.280 5.744 0.258 1.0 -0.3 0.1 -0.750
H 4.320 -2.691 -0.930 -0.6 0.9 0.1 0.303
H 5.036 -2.476 -2.105 1.0 0.0 -1.7 0.266
O 4.483 -1.949 -1.554 -0.4 -1.3 1.7 -0.633
H -1.230 -6.112 0.775 -0.3 0.1 0.7 0.315
H -2.570 -6.586 1.402 1.5 0.7 0.5 0.261
O -1.724 -6.108 1.620 -0.8 -1.1 -0.8 -0.575
H 2.232 2.859 -1.961 -1.7 0.9 -1.4 0.189
O 2.716 2.064 -1.947 2.6 0.7 1.6 -0.559
H 4.256 2.641 2.097 0.9 1.9 -0.9 0.323
H 4.668 3.618 0.892 -0.1 -0.4 0.8 0.274
O 4.619 3.563 1.864 -0.6 -1.4 0.2 -0.640
H -3.747 0.725 -3.100 -0.4 -0.2 0.1 0.316
H -2.722 1.619 -3.596 0.2 -0.3 -0.3 0.281
O -2.944 0.673 -3.631 0.3 0.8 -0.1 -0.624
H -2.888 2.205 1.131 -1.0 -0.7 -0.6 0.145
H -1.773 3.094 1.323 0.3 -0.4 0.7 0.117
O -2.109 2.240 1.663 0.7 1.0 0.3 -0.265
H 4.565 2.267 -4.850 -1.3 1.9 -0.2 0.285
H 4.282 0.817 -5.564 -1.0 0.7 -0.4 0.313
O 4.797 1.391 -5.015 2.8 -2.4 0.9 -0.627
H -0.814 -3.005 1.880 0.8 -0.2 0.9 0.274
H 0.460 -2.771 1.025 -1.8 -0.8 0.4 0.213
O -0.417 -3.263 1.048 2.1 0.4 -1.1 -0.741
H -2.403 4.617 -0.252 -0.1 0.9 -2.4 0.331
H -2.790 5.324 -1.705 -0.9 0.8 0.3 0.219
O -2.274 4.666 -1.272 0.9 -1.3 2.1 -0.516
H 2.632 2.323 -0.244 -0.1 -1.7 1.5 0.194
O 2.596 1.729 0.572 0.0 0.2 -0.6 -0.089
H 0.496 2.662 4.178 -0.4 1.2 -1.0 0.315
H 0.435 2.677 2.655 0.0 0.0 -0.2 0.215
O 0.440 3.287 3.401 0.3 -1.1 1.2 -0.577
H -5.529 -2.333 2.384 -1.2 -0.8 -1.3 0.304
O -6.143 -2.767 1.720 0.6 2.4 1.0 -0.594
H -4.355 -4.490 0.523 1.5 1.0 -0.3 0.161
H -3.591 -5.524 -0.036 0.7 -1.7 -1.1 0.225
O -3.448 -4.613 0.131 -2.7 -0.3 -0.1 -0.573
H -2.110 6.053 1.979 0.7 -2.9 -1.4 0.281
H -0.894 5.326 1.244 -0.7 0.1 0.2 0.431
O -1.844 5.152 1.518 -0.7 2.7 1.5 -0.747
H 5.823 0.138 2.046 0.1 0.2 -0.7 0.242
H 4.676 0.663 0.991 1.4 -0.2 1.0 0.450
O 4.934 0.475 1.932 -1.4 0.0 0.5 -0.618
H -0.037 -4.106 -4.871 2.1 -0.5 1.2 0.309
H 0.386 -3.849 -3.472 0.6 -0.3 -0.5 0.387
O 0.771 -4.283 -4.267 -2.5 0.5 -1.1 -0.649
H 4.603 1.216 -1.108 -1.2 -0.6 -0.6 0.311
H 5.098 -0.403 -0.668 -0.7 2.4 -1.2 0.442
O 5.193 0.611 -0.672 1.4 -1.8 1.3 -0.708
H 0.570 -3.422 3.803 0.6 0.8 -0.2 0.254
H 0.890 -4.616 2.857 -0.3 0.5 0.6 0.265
O 0.263 -4.263 3.510 -0.7 -2.0 0.0 -0.623
H -2.802 3.455 3.681 -0.2 -1.1 0.7 0.304
H -3.021 3.592 5.157 0.0 0.1 0.7 0.295
O -3.058 2.919 4.482 0.0 1.2 -1.6 -0.662
H 2.483 -1.832 2.505 -0.6 -2.1 0.9 0.257
H 2.669 -2.226 3.865 0.1 -0.3 0.9 0.304
O 2.334 -2.668 3.084 1.0 2.7 -2.0 -0.635
H -3.066 -2.553 2.372 0.0 0.3 0.6 -0.017
H -2.303 -3.145 1.217 -1.5 0.1 0.2 0.177
O -3.219 -2.863 1.485 1.3 0.9 0.7 0.081
H 2.788 -3.940 -4.604 -0.3 0.0 0.4 0.304
H 3.779 -4.679 -3.738 0.5 -1.6 0.2 0.255
O 3.440 -3.825 -3.899 -0.1 1.7 -0.3 -0.528
H -1.072 -1.324 2.787 -0.3 0.4 -0.6 -0.281
O -0.579 -1.643 3.533 0.8 0.6 0.5 0.956
H -1.272 0.172 0.788 -0.3 0.4 1.0 0.023
H 0.120 0.121 0.360 1.2 0.7 -0.6 0.040
O -0.460 -0.300 0.970 -0.5 -0.6 0.5 -0.049
H 2.768 0.841 0.191 -0.3 1.0 0.2 0.032
H 3.128 -1.143 -2.793 0.2 0.5 0.1 0.063
H -5.961 -3.676 1.814 0.3 -1.7 0.3 0.268
H -2.654 0.807 -1.647 0.3 0.3 0.7 -0.092
H 2.636 1.286 -2.480 -1.1 -0.4 -0.6 0.387
H 0.214 -0.992 3.553 -1.3 -1.3 -0.8 0.218
O -4.572 -0.352 -0.436 -0.7 -0.1 -1.1 -0.500
H -4.577 -1.194 -0.930 -0.1 0.4 0.9 0.223
H -4.231 -0.489 0.439 0.3 -0.7 0.4 0.203
O -2.795 -2.817 5.061 0.4 -0.3 1.3 -0.685
H -3.158 -2.598 4.234 -1.4 0.2 -1.4 0.285
H -1.914 -2.494 4.883 1.0 0.1 0.3 0.201
O -0.822 -2.349 -3.577 -1.9 3.6 2.1 -0.591
H -0.142 -1.651 -3.474 0.2 -0.7 -0.5 0.355
H -1.570 -1.767 -3.083 1.7 -2.6 -1.8 0.219
O -1.225 0.980 4.774 -0.7 0.6 1.1 -0.615
H -0.755 0.608 4.057 0.6 -0.6 -1.2 -0.067
H -1.958 1.480 4.393 -0.2 0.4 0.2 0.406
O -4.635 1.927 -1.964 -2.5 0.5 0.7 -0.586
H -5.539 2.017 -2.347 1.0 0.1 -0.3 0.264
H -4.957 1.794 -1.039 1.2 -0.3 -0.6 0.225
O 0.992 4.069 -4.792 -1.2 -0.5 -3.3 -0.545
H 0.588 3.474 -5.521 0.9 0.7 2.1 0.302
H 1.043 4.845 -5.398 0.3 -0.1 1.1 0.288
O -1.958 -2.418 -0.934 -0.8 1.3 -1.4 -0.126
H -2.535 -3.061 -0.530 -0.2 -0.6 0.0 0.033
H -1.073 -2.612 -0.645 0.4 -0.3 0.5 0.255
```
Positions in Å, forces in eV/Å.